{"formula": "C2H27NO11", "method": "ωB97M-V/def2-TZVPD", "symbols": ["C", "C", "N", "H", "H", "H", "H", "H", "H", "H", "O", "H", "H", "O", "H", "H", "O", "H", "H", "O", "H", "H", "O", "H", "H", "O", "H", "H", "O", "H", "H", "O", "H", "H", "O", "H", "H", "O", "H", "H", "O"], "positions_angstrom": [[1.7421, -3.1799, -0.9343], [1.3414, -2.7268, -2.1770], [0.2802, -2.0002, -2.3825], [1.2683, -2.8703, -0.0025], [2.6489, -3.7663, -0.8651], [1.8712, -2.9911, -3.0817], [-0.3576, -1.6478, -1.6582], [0.0345, -1.7138, -3.3284], [0.1466, 0.9729, -2.6758], [-0.2628, 1.7452, -4.0038], [0.0738, 0.9255, -3.6329], [4.0229, -1.4517, -0.4385], [2.9756, -1.5334, 0.5384], [3.6074, -0.8805, 0.2249], [2.4413, 1.5569, 2.6224], [1.3332, 0.4442, 2.2119], [1.5508, 1.3850, 2.3132], [-0.6768, 2.2843, 0.5509], [0.0902, 1.2741, 1.2569], [-0.7940, 1.3687, 0.8638], [0.9629, -1.2600, 2.0521], [0.0357, -0.9568, 0.7645], [0.9244, -1.1519, 1.0976], [0.2960, 5.2302, 0.3256], [0.9565, 4.0414, -0.1514], [0.0623, 4.3451, 0.0277], [-3.5646, 2.0597, 2.6385], [-2.5570, 2.0818, 1.5352], [-3.4945, 1.8919, 1.6913], [-0.2933, -2.1889, 3.8708], [-1.7066, -1.8380, 3.6669], [-0.8416, -1.5724, 3.3676], [2.0537, 0.3890, -1.8187], [2.1825, 0.6228, -0.3259], [2.1950, 1.0841, -1.1719], [-2.2083, -0.7441, -1.6803], [-1.7238, 0.4411, -0.8441], [-1.4676, -0.4485, -1.1317], [-4.3142, 0.1510, 0.5364], [-3.5548, -1.0891, 0.2154], [-4.4465, -0.8055, 0.4464]], "forces_ev_per_angstrom": [[0.5, -0.1, 0.8], [-0.4, 0.0, -0.8], [-0.2, 0.0, -0.3], [-0.1, -0.1, -0.4], [-0.1, -0.1, -0.1], [0.3, -0.1, 0.1], [0.3, 0.2, 0.1], [0.1, 0.1, 0.1], [-0.1, 0.7, 0.0], [0.1, 0.1, 0.4], [0.1, -1.0, -0.3], [0.7, 0.7, -0.1], [-0.5, 0.4, 0.7], [0.1, -1.2, -0.4], [0.1, -0.5, 0.0], [1.1, 0.5, 0.4], [-0.8, 0.1, -0.2], [-0.3, 0.1, -0.1], [-0.3, 0.0, 0.1], [0.4, 0.7, -0.4], [-1.1, -0.3, 0.0], [-0.2, 0.1, 0.8], [0.7, 0.0, -0.6], [-0.7, 0.3, 0.2], [0.1, -0.6, -0.3], [0.5, 0.1, 0.1], [-0.4, -0.1, -0.1], [-0.1, -0.3, -0.1], [0.3, 0.2, 0.2], [0.1, 0.1, 0.0], [-0.8, 0.2, -0.1], [0.7, -0.4, 0.1], [0.2, 0.0, -0.1], [0.3, 0.0, 0.1], [-0.6, 0.3, -0.1], [-0.1, 0.1, 0.0], [0.4, 0.0, 0.5], [-0.7, -0.2, -0.3], [-0.3, 0.0, 0.4], [-0.1, -0.3, 0.2], [0.5, 0.3, -0.4]], "nbo_charge": [-0.199, 0.075, -0.549, 0.248, 0.223, 0.237, 0.451, 0.446, 0.484, 0.498, -0.981, 0.464, 0.461, -0.914, 0.506, 0.474, -0.974, 0.502, 0.498, -1.008, 0.502, 0.521, -0.998, 0.482, 0.474, -0.952, 0.478, 0.484, -0.966, 0.469, 0.491, -0.958, 0.450, 0.490, -0.940, 0.492, 0.536, -0.996, 0.490, 0.446, -0.938], "gap_ha": [0.36743, 0.23318], "charge": 1, "homo_energy_ev": [-13.3, -13.3], "s_squared": 0.7654, "multiplicity": 2}

{"formula": "C25H50B3NO18", "method": "ωB97M-V/def2-TZVPD", "symbols": ["C", "N", "C", "C", "O", "C", "B", "O", "B", "O", "B", "C", "C", "C", "C", "O", "C", "O", "O", "H", "H", "H", "H", "H", "H", "H", "H", "H", "H", "H", "H", "H", "H", "H", "H", "H", "H", "C", "C", "O", "C", "O", "O", "C", "H", "H", "H", "H", "H", "H", "H", "H", "C", "C", "O", "C", "O", "O", "C", "H", "H", "H", "H", "H", "H", "H", "H", "C", "C", "O", "C", "O", "O", "C", "H", "H", "H", "H", "H", "H", "H", "H", "C", "C", "O", "C", "O", "O", "C", "H", "H", "H", "H", "H", "H", "H", "H"], "positions_angstrom": [[3.1053, -2.1127, 0.0334], [1.7086, -1.7050, -0.2077], [0.8553, -2.8087, -0.6864], [1.1493, -1.0749, 0.9462], [0.9584, -1.6240, 1.9638], [0.8071, 0.4017, 0.7732], [-0.7723, 0.4924, 0.8518], [-1.3468, 0.1912, 2.0795], [-2.4047, -0.6422, 1.7925], [-3.3864, -0.0948, 0.9880], [-2.8368, 0.3043, -0.2139], [-3.6074, 0.2395, -1.5846], [-4.6793, -0.8686, -1.7259], [-4.2708, -2.2455, -1.2026], [-4.8981, -2.6842, 0.1264], [-5.8340, -1.7260, 0.6434], [-5.9934, -1.7777, 1.9657], [-6.0716, -2.7673, 2.5810], [-1.5365, 0.8331, -0.2367], [3.2057, -3.1423, 0.3657], [3.5106, -1.4691, 0.8054], [3.6637, -1.9174, -0.8712], [0.1482, -3.1458, 0.0638], [0.3094, -2.4483, -1.5544], [1.4703, -3.6256, -1.0402], [1.1621, 0.7047, -0.2001], [1.2730, 0.9526, 1.5802], [-2.3983, -1.7690, 2.1613], [-2.8531, 0.1131, -2.3548], [-4.0971, 1.2010, -1.7423], [-5.6103, -0.4999, -1.3167], [-4.8486, -0.9767, -2.7908], [-4.5765, -2.9737, -1.9422], [-3.1921, -2.3532, -1.1434], [-5.4258, -3.6206, -0.0045], [-4.1399, -2.8893, 0.8718], [-6.0390, -0.8002, 2.4497], [0.0940, 0.0702, -7.3091], [0.8620, 0.0215, -6.0051], [0.7247, -1.2539, -5.3591], [1.4599, -2.2407, -5.8708], [2.2264, -2.1545, -6.7955], [1.1924, -3.3528, -5.1791], [1.8500, -4.5216, -5.6725], [-0.9499, -0.2029, -7.1469], [0.1372, 1.0715, -7.7379], [0.5049, -0.6321, -8.0337], [0.4538, 0.7551, -5.3124], [1.9152, 0.2599, -6.1504], [2.9230, -4.3631, -5.7559], [1.4333, -4.8072, -6.6373], [1.6620, -5.3161, -4.9554], [5.1096, 4.1537, -7.2577], [3.9489, 3.3634, -7.8243], [2.7493, 3.5627, -7.0616], [2.1150, 4.7166, -7.2739], [2.4460, 5.5798, -8.0447], [1.0463, 4.7512, -6.4724], [0.3083, 5.9741, -6.5316], [5.2472, 3.9232, -6.2003], [6.0286, 3.9181, -7.7943], [4.9312, 5.2254, -7.3374], [4.1641, 2.2978, -7.7636], [3.7724, 3.6037, -8.8727], [0.0336, 6.2175, -7.5556], [0.8899, 6.7838, -6.0935], [-0.5946, 5.8269, -5.9455], [1.8582, -0.4469, 5.2089], [2.4842, -0.1846, 6.5618], [3.8231, 0.3224, 6.4378], [3.9242, 1.6070, 6.1023], [3.0115, 2.3711, 5.9170], [5.2238, 1.9068, 6.0039], [5.4854, 3.2427, 5.5719], [2.4933, -1.1018, 4.6109], [0.8808, -0.9144, 5.3253], [1.7294, 0.4791, 4.6489], [2.5719, -1.1176, 7.1154], [1.8785, 0.4956, 7.1602], [4.9663, 3.9664, 6.1966], [5.1920, 3.3642, 4.5299], [6.5570, 3.3994, 5.6603], [-3.1483, 0.3901, 5.5103], [-2.4410, -0.9297, 5.7393], [-1.8918, -1.0160, 7.0619], [-2.7672, -1.2765, 8.0341], [-3.9490, -1.4602, 7.8975], [-2.1016, -1.2970, 9.1924], [-2.9300, -1.4896, 10.3407], [-2.4832, 1.2245, 5.7372], [-3.4751, 0.4720, 4.4725], [-4.0232, 0.4903, 6.1519], [-1.5930, -1.0150, 5.0603], [-3.1001, -1.7771, 5.5479], [-3.5498, -2.3771, 10.2332], [-3.5529, -0.6113, 10.5048], [-2.2662, -1.6190, 11.1910]], "forces_ev_per_angstrom": [[-0.5, 0.7, 0.1], [0.1, -0.7, -0.2], [0.1, 0.8, -0.5], [0.5, 1.9, -1.8], [-0.4, -1.7, 2.5], [-0.4, -0.5, -0.7], [1.4, 1.3, 0.6], [0.1, -0.9, -0.6], [-0.4, 0.8, 1.0], [0.3, -1.2, -0.4], [-0.6, 1.2, -1.0], [-0.2, -0.6, 0.7], [0.7, 0.6, -0.4], [-0.7, 0.0, 0.1], [-0.2, -0.6, -0.1], [0.7, 0.8, -0.4], [-0.2, 1.7, -0.8], [0.1, -2.5, 1.7], [-0.3, -1.1, 0.3], [0.0, -0.2, 0.0], [0.3, 0.1, 0.2], [0.3, -0.3, -0.2], [0.0, -0.3, 0.3], [-0.3, -0.1, -0.1], [0.1, -0.3, 0.1], [0.2, 0.4, -0.1], [0.0, 0.2, 0.2], [-0.3, -0.1, 0.2], [0.1, 0.2, -0.2], [0.1, 0.2, -0.1], [-0.2, -0.3, 0.3], [-0.2, 0.0, -0.3], [-0.1, -0.2, -0.2], [0.3, 0.2, 0.1], [-0.1, -0.2, -0.1], [0.1, 0.2, 0.3], [-0.2, 0.5, -0.3], [0.0, -0.3, -0.1], [0.0, 0.4, -0.3], [0.1, -0.1, 0.1], [-0.1, 0.1, 0.0], [0.0, 0.0, 0.1], [0.0, 0.0, 0.0], [0.1, -0.2, 0.0], [0.0, 0.1, 0.1], [0.0, 0.0, 0.1], [0.1, 0.0, 0.0], [0.0, -0.2, 0.2], [0.0, -0.2, 0.0], [0.0, 0.1, -0.1], [0.1, 0.1, -0.1], [-0.1, 0.1, 0.1], [-0.1, 0.2, 0.1], [0.5, -0.1, -0.2], [-0.2, -0.1, 0.0], [0.1, 0.0, 0.1], [-0.1, -0.1, 0.0], [0.0, 0.0, -0.1], [-0.2, 0.1, 0.1], [0.0, -0.1, 0.0], [0.0, 0.0, 0.0], [0.0, 0.0, -0.1], [-0.2, 0.0, 0.1], [-0.1, 0.1, 0.1], [0.1, 0.0, 0.0], [0.0, 0.0, -0.1], [0.1, -0.2, 0.0], [0.1, 0.2, -0.2], [-0.5, -0.2, 0.0], [0.1, 0.1, 0.1], [0.0, -0.1, 0.0], [0.1, 0.0, 0.0], [0.0, 0.0, 0.0], [0.1, 0.2, 0.0], [-0.1, -0.1, 0.1], [0.0, 0.0, 0.0], [-0.1, 0.0, 0.1], [0.2, 0.0, 0.0], [0.1, 0.1, -0.1], [-0.1, 0.0, 0.0], [-0.1, 0.1, 0.0], [0.0, -0.2, 0.0], [-0.1, 0.1, 0.3], [-0.2, 0.1, -0.5], [0.1, -0.1, 0.1], [0.0, 0.0, -0.1], [0.1, 0.0, 0.0], [0.0, 0.0, 0.0], [0.0, 0.0, 0.2], [0.1, 0.0, -0.1], [0.0, 0.0, 0.0], [0.0, -0.1, 0.0], [0.1, 0.0, 0.2], [-0.1, 0.0, 0.2], [-0.1, 0.1, -0.1], [-0.1, -0.1, -0.1], [0.1, 0.0, -0.1]], "mulliken_charge": [-1.012, 0.170, -0.950, 0.075, -0.522, -0.330, -0.164, 0.436, 0.371, -0.164, 0.146, -0.682, -0.717, -0.655, -0.344, -0.307, 0.070, -0.492, -0.569, 0.377, 0.358, 0.326, 0.354, 0.239, 0.384, 0.193, 0.352, -0.153, 0.278, 0.336, 0.403, 0.424, 0.508, 0.204, 0.517, 0.083, 0.433, -1.140, -0.130, -0.235, 0.690, -0.568, -0.284, -0.687, 0.309, 0.349, 0.308, 0.244, 0.308, 0.313, 0.303, 0.215, -1.140, -0.194, -0.293, 0.725, -0.558, -0.296, -0.668, 0.298, 0.374, 0.303, 0.306, 0.326, 0.304, 0.299, 0.218, -0.792, -0.432, -0.349, 0.795, -0.561, -0.345, -0.634, 0.328, 0.197, 0.312, 0.324, 0.335, 0.295, 0.289, 0.223, -1.008, 0.198, -0.259, 0.684, -0.561, -0.328, -0.653, 0.293, 0.161, 0.399, -0.062, 0.354, 0.301, 0.295, 0.223], "gap_ha": 0.34251, "homo_energy_ev": -9.0}